Model i:
ORCA calculation (wB97M-V/def2-TZVPD) on 8 unconnected molecules or ions with the total composition C42H96N4O8.

Atoms and positions in Å:
C (-0.90, -1.83, 2.33)
C (-0.83, -1.86, 3.83)
C (-0.41, -3.33, 4.14)
C (0.16, -0.82, 4.38)
C (-0.07, -0.56, 5.88)
C (-1.44, 0.00, 6.08)
C (-2.53, -0.99, 5.65)
C (-2.75, -2.05, 6.80)
C (-3.80, -0.20, 5.49)
N (-2.23, -1.63, 4.32)
O (-3.17, -2.55, 3.76)
H (-1.16, -0.90, 1.82)
H (0.01, -2.13, 1.81)
H (-1.62, -2.52, 1.88)
H (-0.50, -3.51, 5.21)
H (-0.91, -4.06, 3.52)
H (0.61, -3.44, 3.77)
H (1.22, -1.08, 4.40)
H (0.25, 0.11, 3.82)
H (0.02, -1.52, 6.38)
H (0.60, 0.21, 6.28)
H (-1.57, 0.91, 5.49)
H (-1.71, 0.21, 7.12)
H (-3.63, -2.65, 6.57)
H (-2.97, -1.45, 7.69)
H (-1.92, -2.71, 7.04)
H (-3.78, 0.36, 4.56)
H (-3.97, 0.54, 6.27)
H (-4.61, -0.92, 5.36)
H (-2.90, -3.34, 4.24)
C (6.45, -0.68, -2.05)
C (6.35, 0.05, -3.33)
C (7.31, 1.28, -3.14)
C (6.98, -0.79, -4.50)
C (6.02, -1.92, -4.90)
C (4.67, -1.40, -5.44)
C (3.99, -0.44, -4.36)
C (2.89, 0.30, -5.15)
C (3.27, -1.37, -3.35)
N (4.98, 0.49, -3.71)
O (4.30, 1.32, -2.84)
H (7.44, -1.10, -1.88)
H (6.34, -0.08, -1.15)
H (5.69, -1.47, -2.03)
H (7.14, 1.96, -3.99)
H (6.97, 1.91, -2.32)
H (8.37, 1.09, -3.01)
H (7.06, -0.08, -5.32)
H (7.92, -1.26, -4.23)
H (6.55, -2.27, -5.79)
H (5.89, -2.71, -4.17)
H (4.17, -2.37, -5.50)
H (4.70, -0.99, -6.45)
H (3.17, 0.83, -6.06)
H (2.26, 0.91, -4.51)
H (2.16, -0.48, -5.36)
H (3.83, -1.89, -2.58)
H (2.71, -2.16, -3.85)
H (2.55, -0.84, -2.72)
H (4.22, 0.76, -2.06)
C (-1.88, -4.52, -1.33)
C (-1.45, -4.50, -2.83)
C (-0.46, -5.68, -3.13)
C (-2.82, -4.72, -3.57)
C (-2.79, -4.26, -5.07)
C (-2.09, -2.85, -5.17)
C (-0.73, -2.68, -4.47)
C (0.31, -3.54, -5.21)
C (-0.37, -1.14, -4.35)
N (-0.89, -3.16, -3.11)
O (0.22, -2.86, -2.32)
H (-2.17, -3.58, -0.87)
H (-2.60, -5.32, -1.13)
H (-0.96, -4.79, -0.80)
H (-0.56, -6.21, -4.08)
H (0.58, -5.44, -2.91)
H (-0.70, -6.55, -2.52)
H (-2.88, -5.81, -3.66)
H (-3.71, -4.37, -3.05)
H (-2.34, -5.05, -5.66)
H (-3.74, -4.05, -5.56)
H (-2.87, -2.17, -4.86)
H (-2.02, -2.71, -6.25)
H (0.21, -4.62, -5.29)
H (1.26, -3.34, -4.73)
H (0.37, -3.14, -6.23)
H (-1.14, -0.64, -3.76)
H (-0.36, -0.68, -5.34)
H (0.57, -0.87, -3.87)
H (0.04, -2.01, -1.91)
C (-6.18, 2.46, 4.02)
C (-5.13, 3.50, 3.58)
C (-5.88, 4.59, 2.73)
C (-4.57, 4.17, 4.84)
C (-3.28, 4.99, 4.61)
C (-2.22, 4.09, 3.99)
C (-2.73, 3.51, 2.62)
C (-2.68, 4.60, 1.52)
C (-1.67, 2.40, 2.29)
N (-4.06, 2.85, 2.81)
O (-4.48, 2.23, 1.70)
H (-6.75, 2.07, 3.17)
H (-5.71, 1.62, 4.51)
H (-6.91, 2.89, 4.70)
H (-5.13, 5.33, 2.47)
H (-6.31, 4.15, 1.84)
H (-6.73, 4.97, 3.29)
H (-5.26, 4.92, 5.22)
H (-4.41, 3.46, 5.66)
H (-3.57, 5.78, 3.92)
H (-2.94, 5.34, 5.59)
H (-1.93, 3.30, 4.68)
H (-1.43, 4.84, 3.90)
H (-3.57, 4.39, 0.92)
H (-1.86, 4.52, 0.80)
H (-2.90, 5.62, 1.85)
H (-0.75, 2.88, 2.62)
H (-1.72, 2.07, 1.25)
H (-1.82, 1.53, 2.93)
H (-4.27, 1.31, 1.87)
C (2.44, 1.96, 2.22)
C (3.54, 1.54, 1.29)
C (4.86, 1.45, 2.07)
O (3.21, 0.24, 0.83)
H (2.33, 1.39, 3.14)
H (1.46, 1.96, 1.74)
H (2.54, 3.01, 2.52)
H (3.58, 2.19, 0.42)
H (4.96, 0.58, 2.71)
H (5.08, 2.35, 2.66)
H (5.72, 1.36, 1.40)
H (2.25, 0.15, 0.91)
C (1.32, 3.67, -3.68)
C (1.26, 3.02, -2.28)
C (0.20, 3.77, -1.45)
O (0.74, 1.68, -2.40)
H (2.02, 3.13, -4.31)
H (1.68, 4.70, -3.61)
H (0.35, 3.74, -4.17)
H (2.23, 3.11, -1.79)
H (0.06, 3.42, -0.43)
H (-0.72, 3.77, -2.04)
H (0.60, 4.77, -1.36)
H (-0.21, 1.79, -2.31)
O (-2.52, -0.28, -1.06)
H (-3.12, -0.24, -1.81)
H (-3.05, -0.62, -0.35)
O (0.28, -0.03, -0.35)
H (-0.67, -0.06, -0.43)
H (0.58, 0.48, -1.11)

Its spin multiplicity is 1. For the molar mass, the calculation gives 785.25 g mol⁻¹. Its SMILES is CC1(C)CCCC(C)(C)N1O.CC1(C)CCCC(C)(C)N1O.CC1(C)CCCC(C)(C)N1O.CC1(C)CCCC(C)(C)N1O.CC(C)O.CC(C)O.O.O. The HOMO energy is -7.86 eV.

Model ii:
ORCA calculation (wB97M-V/def2-TZVPD) on a molecular structure, C42H96N4O8.

Atoms and positions in Å:
C (-0.59, 0.04, -2.19)
C (0.21, -0.31, -3.56)
C (1.33, -1.29, -3.13)
C (0.78, -2.63, -2.64)
C (-0.19, -3.20, -3.75)
C (-1.20, -2.21, -4.29)
N (-0.67, -0.91, -4.56)
O (-1.55, 0.01, -5.07)
C (-1.63, -2.82, -5.63)
C (-2.49, -2.17, -3.38)
C (0.90, 0.84, -4.32)
H (-0.03, 0.84, -1.70)
H (-0.66, -0.74, -1.43)
H (-1.57, 0.48, -2.41)
H (1.99, -1.50, -3.97)
H (1.89, -0.79, -2.33)
H (0.26, -2.61, -1.68)
H (1.71, -3.15, -2.41)
H (-0.60, -4.18, -3.52)
H (0.49, -3.49, -4.54)
H (-1.89, -3.88, -5.58)
H (-2.43, -2.31, -6.16)
H (-0.80, -2.79, -6.34)
H (-2.21, -1.89, -2.36)
H (-3.15, -1.38, -3.75)
H (-3.02, -3.12, -3.45)
H (1.85, 1.16, -3.89)
H (0.35, 1.78, -4.28)
H (1.11, 0.66, -5.38)
H (-2.11, 0.19, -4.31)
C (-4.11, 0.22, -1.89)
C (-4.39, 0.26, -0.38)
C (-3.38, -0.51, 0.52)
C (-2.01, 0.20, 0.59)
C (-2.20, 1.64, 1.23)
C (-3.21, 2.46, 0.37)
N (-4.40, 1.64, 0.12)
O (-5.44, 2.40, -0.40)
C (-3.50, 3.75, 1.22)
C (-2.61, 2.96, -0.99)
C (-5.73, -0.47, -0.20)
H (-3.13, -0.19, -2.16)
H (-4.28, 1.21, -2.32)
H (-4.84, -0.45, -2.33)
H (-3.73, -0.59, 1.54)
H (-3.17, -1.52, 0.18)
H (-1.60, 0.19, -0.42)
H (-1.25, -0.28, 1.21)
H (-1.20, 2.08, 1.26)
H (-2.63, 1.63, 2.23)
H (-2.56, 4.18, 1.56)
H (-3.94, 4.54, 0.62)
H (-4.13, 3.58, 2.09)
H (-1.92, 3.80, -0.86)
H (-2.08, 2.16, -1.51)
H (-3.40, 3.37, -1.61)
H (-6.49, -0.04, -0.86)
H (-6.14, -0.47, 0.81)
H (-5.71, -1.51, -0.53)
H (-5.13, 2.75, -1.24)
C (-0.16, 0.26, 3.42)
C (0.75, 1.48, 3.73)
C (0.80, 1.77, 5.24)
C (1.66, 0.77, 5.98)
C (3.09, 0.86, 5.35)
C (3.12, 0.55, 3.86)
N (2.11, 1.30, 3.14)
O (2.00, 1.05, 1.75)
C (4.52, 1.02, 3.43)
C (2.98, -0.97, 3.71)
C (0.17, 2.77, 3.04)
H (0.18, -0.75, 3.65)
H (-0.31, 0.23, 2.34)
H (-1.16, 0.39, 3.83)
H (1.06, 2.80, 5.51)
H (-0.19, 1.59, 5.66)
H (1.36, -0.27, 5.86)
H (1.77, 0.90, 7.06)
H (3.78, 0.17, 5.84)
H (3.44, 1.89, 5.44)
H (5.32, 0.86, 4.16)
H (4.96, 0.72, 2.48)
H (4.42, 2.10, 3.30)
H (2.92, -1.27, 2.66)
H (3.90, -1.35, 4.15)
H (2.14, -1.42, 4.24)
H (0.86, 3.57, 2.77)
H (-0.60, 3.21, 3.67)
H (-0.21, 2.42, 2.08)
H (2.42, 1.83, 1.38)
C (1.20, -4.44, -0.35)
C (1.10, -4.26, 1.18)
C (2.30, -3.46, 1.75)
C (2.26, -2.04, 1.27)
C (0.95, -1.34, 1.67)
C (-0.32, -2.09, 1.24)
N (-0.19, -3.53, 1.52)
O (-1.37, -4.26, 1.20)
C (-1.44, -1.46, 2.07)
C (-0.66, -1.77, -0.20)
C (1.09, -5.65, 1.89)
H (1.94, -5.23, -0.52)
H (1.61, -3.59, -0.90)
H (0.31, -4.76, -0.89)
H (2.23, -3.41, 2.83)
H (3.16, -4.12, 1.66)
H (2.43, -2.00, 0.19)
H (3.09, -1.59, 1.82)
H (0.93, -0.32, 1.30)
H (0.96, -1.27, 2.75)
H (-1.31, -1.72, 3.12)
H (-1.54, -0.39, 1.90)
H (-2.41, -1.90, 1.85)
H (-0.98, -0.75, -0.41)
H (0.18, -1.99, -0.86)
H (-1.50, -2.39, -0.51)
H (0.56, -6.38, 1.27)
H (0.72, -5.56, 2.91)
H (2.11, -6.02, 2.01)
H (-1.57, -4.72, 2.02)
O (0.36, 3.00, 0.47)
H (1.23, 2.97, 0.88)
H (-0.13, 3.64, 0.99)
O (0.43, 1.07, -0.23)
H (0.22, 1.99, -0.09)
H (0.24, 0.65, 0.61)
C (-0.40, 3.17, -2.53)
C (1.03, 3.63, -2.81)
C (1.55, 4.59, -1.71)
O (1.93, 2.53, -3.00)
H (-1.06, 4.04, -2.63)
H (-0.57, 2.75, -1.54)
H (-0.71, 2.38, -3.21)
H (1.02, 4.19, -3.74)
H (1.03, 5.55, -1.69)
H (2.55, 4.83, -2.07)
H (1.59, 4.14, -0.72)
H (2.22, 2.24, -2.13)
C (4.15, 1.31, -1.76)
C (2.66, 0.85, -1.53)
C (2.81, -0.28, -0.52)
O (2.08, 2.02, -0.97)
H (4.82, 1.31, -0.90)
H (4.11, 2.35, -2.11)
H (4.58, 0.74, -2.58)
H (2.07, 0.60, -2.41)
H (3.35, -1.14, -0.90)
H (1.80, -0.58, -0.26)
H (3.14, 0.12, 0.45)
H (1.21, 1.72, -0.70)

Its spin multiplicity is 1. For the molar mass, the calculation gives 785.25 g mol⁻¹. The HOMO energy is -7.49 eV.

Quick look at relative energies in kJ/mol: model i 0.0; model ii 2554.7.

Model i:
ORCA calculation (wB97M-V/def2-TZVPD) on a molecular structure, C30H29FN5O3S2Tc.

Atoms and positions in Å:
Tc (1.14, -0.62, -3.19)
F (1.39, 1.01, 3.46)
C (0.97, -0.15, 2.93)
C (0.87, -0.26, 1.58)
C (0.39, -1.45, 1.00)
C (0.35, -1.61, -0.43)
O (0.62, -0.61, -1.19)
C (0.01, -2.90, -0.89)
C (-0.39, -3.88, 0.00)
N (-0.46, -3.69, 1.31)
C (-0.95, -4.77, 2.15)
C (-2.19, -5.50, 1.74)
C (-2.22, -4.57, 2.92)
C (0.00, -2.50, 1.86)
C (0.11, -2.35, 3.24)
C (0.61, -1.19, 3.82)
N (0.74, -1.04, 5.18)
C (1.88, -0.42, 5.82)
C (1.44, 0.66, 6.80)
N (0.49, 0.05, 7.79)
C (-0.67, -0.62, 7.11)
C (-0.15, -1.68, 6.14)
C (0.08, -3.31, -2.33)
O (-0.10, -4.43, -2.70)
O (0.41, -2.31, -3.16)
H (1.15, 0.57, 0.95)
H (-0.66, -4.85, -0.39)
H (-0.15, -5.35, 2.61)
H (-2.21, -6.57, 1.92)
H (-2.71, -5.19, 0.85)
H (-2.29, -4.99, 3.91)
H (-2.75, -3.64, 2.78)
H (-0.15, -3.19, 3.88)
H (2.55, 0.02, 5.09)
H (2.45, -1.19, 6.36)
H (0.91, 1.46, 6.28)
H (2.29, 1.08, 7.34)
H (0.15, 0.76, 8.44)
H (0.99, -0.64, 8.36)
H (-1.22, 0.14, 6.56)
H (-1.32, -1.06, 7.86)
H (-1.01, -2.12, 5.63)
H (0.37, -2.48, 6.69)
S (4.86, -0.64, -5.88)
C (3.54, -0.58, -5.08)
N (2.49, -0.51, -4.46)
N (0.78, 1.31, -3.41)
S (0.48, 1.96, -4.94)
C (1.09, 3.63, -4.82)
C (2.22, 3.91, -5.59)
C (2.73, 5.19, -5.57)
C (2.11, 6.18, -4.81)
C (0.98, 5.88, -4.05)
C (0.46, 4.60, -4.06)
C (-1.30, 2.19, -5.01)
C (-1.82, 3.18, -5.84)
C (-3.19, 3.32, -5.93)
C (-4.03, 2.48, -5.21)
C (-3.51, 1.47, -4.42)
C (-2.13, 1.31, -4.33)
H (0.41, 1.90, -2.67)
H (2.68, 3.13, -6.18)
H (3.60, 5.43, -6.17)
H (2.51, 7.18, -4.81)
H (0.50, 6.66, -3.47)
H (-0.44, 4.38, -3.49)
H (-1.17, 3.83, -6.41)
H (-3.61, 4.08, -6.58)
H (-5.11, 2.62, -5.27)
H (-4.16, 0.80, -3.89)
H (-1.72, 0.50, -3.74)

Its expectation value of S² is 0.971. Its spin multiplicity is 2. For the molar mass, the calculation gives 688.73 g mol⁻¹. Its total charge is +3. The HOMO energy (alpha / beta) is -15.94 / -15.94 eV.

Model ii:
ORCA calculation (wB97M-V/def2-TZVPD) on a molecular structure, C30H29FN5O3S2Tc.

Atoms and positions in Å:
Tc (-1.00, 1.06, -3.58)
F (-0.21, 2.08, 3.06)
C (-0.66, 0.97, 2.45)
C (-0.68, 0.92, 1.10)
C (-1.22, -0.20, 0.44)
C (-1.27, -0.28, -0.99)
O (-0.70, 0.67, -1.67)
C (-1.88, -1.40, -1.56)
C (-2.35, -2.41, -0.72)
N (-2.30, -2.35, 0.59)
C (-2.79, -3.49, 1.38)
C (-4.03, -4.20, 0.94)
C (-4.06, -3.34, 2.17)
C (-1.75, -1.24, 1.23)
C (-1.69, -1.18, 2.63)
C (-1.15, -0.08, 3.27)
N (-1.10, -0.01, 4.66)
C (-0.06, 0.68, 5.41)
C (-0.64, 1.82, 6.23)
N (-1.71, 1.26, 7.13)
C (-2.77, 0.51, 6.35)
C (-2.11, -0.58, 5.52)
C (-2.06, -1.66, -3.00)
O (-2.51, -2.65, -3.47)
O (-1.69, -0.62, -3.86)
H (-0.30, 1.76, 0.53)
H (-2.77, -3.30, -1.16)
H (-1.98, -4.07, 1.80)
H (-4.04, -5.27, 1.06)
H (-4.56, -3.83, 0.07)
H (-4.10, -3.81, 3.14)
H (-4.58, -2.39, 2.09)
H (-2.04, -2.02, 3.20)
H (0.73, 1.05, 4.77)
H (0.41, -0.05, 6.09)
H (-1.11, 2.57, 5.60)
H (0.11, 2.29, 6.86)
H (-2.14, 2.01, 7.67)
H (-1.28, 0.63, 7.81)
H (-3.26, 1.25, 5.73)
H (-3.48, 0.11, 7.07)
H (-2.89, -1.06, 4.94)
H (-1.67, -1.34, 6.17)
S (-3.54, 4.76, -4.45)
C (-2.62, 3.58, -4.16)
N (-1.86, 2.64, -3.94)
N (0.84, 1.42, -3.89)
S (2.12, 1.01, -2.91)
C (3.35, 2.21, -3.29)
C (3.62, 3.17, -2.32)
C (4.54, 4.16, -2.61)
C (5.17, 4.18, -3.85)
C (4.88, 3.22, -4.81)
C (3.97, 2.22, -4.54)
C (2.77, -0.49, -3.61)
C (4.09, -0.82, -3.31)
C (4.58, -2.04, -3.75)
C (3.76, -2.91, -4.47)
C (2.45, -2.57, -4.75)
C (1.94, -1.35, -4.31)
H (1.15, 1.75, -4.81)
H (3.12, 3.13, -1.36)
H (4.77, 4.91, -1.87)
H (5.90, 4.95, -4.07)
H (5.38, 3.25, -5.77)
H (3.76, 1.45, -5.28)
H (4.73, -0.14, -2.76)
H (5.60, -2.31, -3.54)
H (4.16, -3.86, -4.81)
H (1.82, -3.24, -5.32)
H (0.91, -1.09, -4.55)

Its expectation value of S² is 0.762. Its spin multiplicity is 2. For the molar mass, the calculation gives 688.73 g mol⁻¹. Its total charge is +3. The HOMO energy (alpha / beta) is -15.89 / -15.92 eV.

Quick look at relative energies in kJ/mol: model i 55.0; model ii 0.0.

Model i:
ORCA calculation (wB97M-V/def2-TZVPD) on a single CH5PS molecule.

Atoms and positions in Å:
C (-1.10, -0.24, -0.55)
P (0.89, 0.13, 0.46)
S (2.31, 0.45, -0.75)
H (-0.98, -1.02, -1.28)
H (-1.75, -0.32, 0.32)
H (-1.16, 0.80, -0.90)
H (0.90, -0.97, 1.33)
H (0.89, 1.17, 1.37)

Its spin multiplicity is 1. For the molar mass, the calculation gives 80.09 g mol⁻¹. Its SMILES is C[PH2]=S. The HOMO energy is -8.63 eV.

Model ii:
ORCA calculation (wB97M-V/def2-TZVPD) on 2 unconnected molecules or ions with the total composition CH5PS.

Atoms and positions in Å:
C (-0.93, 0.17, 0.67)
P (0.67, 1.03, 0.15)
S (2.19, -0.69, 0.05)
H (-0.93, -0.73, 1.33)
H (-1.21, -0.02, -0.37)
H (-1.60, 0.92, 1.13)
H (0.10, 0.56, -1.86)
H (1.71, -1.23, -1.08)

Its spin multiplicity is 1. For the molar mass, the calculation gives 80.09 g mol⁻¹. The HOMO energy is -9.32 eV.

Quick look at relative energies in kJ/mol: model i 0.0; model ii 140.9.